{
  "formula": "C4H5BN2",
  "method": "ωB97M-V/def2-TZVPD",
  "multiplicity": 1,
  "lumo_ev": -0.793,
  "e_above_lowest_kcal_mol": 4.5,
  "fmax_ev_per_a": 5.21,
  "e_tot_ha": -289.71190,
  "smiles": "Bc1cncnc1",
  "e_homo_ev": -9.7,
  "homo_lumo_gap_ev": 8.9,
  "species": ["B", "C", "C", "C", "C", "N", "N", "H", "H", "H", "H", "H"],
  "coordinates": [[2.120, 0.044, -0.091], [-0.201, 1.166, 0.012], [-0.200, -1.202, -0.213], [-2.132, -0.009, -0.053], [0.605, -0.021, -0.018], [-1.550, 1.196, -0.059], [-1.456, -1.134, -0.033], [2.947, -0.784, -0.066], [2.642, 1.046, 0.140], [0.313, 2.038, 0.450], [0.173, -2.129, -0.260], [-3.260, -0.210, 0.190]],
  "nbo_charge": [0.415, 0.134, 0.168, 0.283, -0.503, -0.453, -0.479, -0.070, -0.086, 0.206, 0.185, 0.200]
}

***

{
  "formula": "C25H19CoN5O3S",
  "method": "ωB97M-V/def2-TZVPD",
  "s_squared": 3.7593,
  "multiplicity": 4,
  "lumo_ev": [-0.543, -0.539],
  "fmax_ev_per_a": 0.36,
  "e_tot_ha": -3244.62281,
  "e_homo_ev": [-7.5, -7.5],
  "homo_lumo_gap_ev": [6.9, 7.0],
  "species": ["Co", "C", "O", "C", "C", "C", "C", "C", "C", "N", "N", "C", "C", "O", "C", "C", "C", "C", "C", "C", "C", "C", "H", "H", "H", "H", "H", "H", "H", "H", "H", "H", "H", "H", "H", "N", "C", "N", "C", "C", "C", "C", "C", "C", "S", "H", "H", "H", "H", "H", "H", "O", "C", "N"],
  "coordinates": [[-1.131, 0.187, -0.309], [-1.232, 0.132, -3.599], [-0.479, 0.425, -2.425], [0.633, 1.224, -2.559], [1.086, 1.718, -3.770], [2.228, 2.511, -3.794], [2.907, 2.805, -2.623], [2.450, 2.307, -1.413], [1.310, 1.518, -1.369], [0.754, 0.975, -0.184], [1.440, 1.175, 0.862], [1.077, 0.656, 2.060], [0.082, -0.343, 2.255], [-0.698, -0.814, 1.356], [-0.024, -0.926, 3.570], [0.742, -0.518, 4.599], [1.726, 0.513, 4.445], [2.507, 0.935, 5.535], [3.448, 1.921, 5.382], [3.621, 2.510, 4.122], [2.865, 2.113, 3.046], [1.899, 1.097, 3.177], [-1.615, 1.052, -4.045], [-2.059, -0.491, -3.273], [-0.617, -0.412, -4.316], [0.566, 1.498, -4.690], [2.580, 2.899, -4.740], [3.793, 3.425, -2.648], [2.965, 2.524, -0.489], [-0.770, -1.702, 3.683], [0.623, -0.968, 5.578], [2.349, 0.467, 6.499], [4.047, 2.246, 6.222], [4.355, 3.295, 3.994], [3.002, 2.587, 2.085], [-4.431, -0.118, -0.814], [-3.754, -1.236, -1.075], [-2.458, -1.352, -0.922], [-2.024, -2.636, -1.240], [-0.708, -3.080, -1.173], [-0.428, -4.382, -1.548], [-1.437, -5.241, -1.984], [-2.751, -4.809, -2.050], [-3.028, -3.504, -1.674], [-4.566, -2.678, -1.644], [-3.900, 0.707, -0.509], [-5.410, -0.049, -1.020], [0.072, -2.422, -0.811], [0.592, -4.741, -1.495], [-1.193, -6.255, -2.270], [-3.537, -5.474, -2.384], [-2.643, 4.054, 0.401], [-2.476, 2.916, 0.132], [-2.352, 1.760, -0.145]],
  "nbo_charge": [1.497, -0.249, -0.566, 0.358, -0.300, -0.194, -0.223, -0.187, 0.029, -0.367, -0.141, -0.009, 0.416, -0.768, -0.282, -0.111, -0.129, -0.175, -0.235, -0.184, -0.231, 0.066, 0.192, 0.208, 0.189, 0.222, 0.217, 0.218, 0.236, 0.225, 0.210, 0.209, 0.213, 0.210, 0.223, -0.793, 0.315, -0.677, 0.208, -0.250, -0.187, -0.224, -0.211, -0.239, 0.352, 0.457, 0.404, 0.231, 0.218, 0.219, 0.223, -0.594, 0.793, -1.029]
}

***

{
  "formula": "C11H21ClN2",
  "method": "ωB97M-V/def2-TZVPD",
  "multiplicity": 1,
  "lumo_ev": [0.560, 0.625],
  "e_above_lowest_kcal_mol": 44.0,
  "fmax_ev_per_a": 5.35,
  "e_tot_ha": -1001.24045,
  "e_homo_ev": [-6.8, -7.5],
  "homo_lumo_gap_ev": [7.3, 8.1],
  "species": ["C", "C", "C", "C", "C", "C", "C", "C", "C", "C", "C", "N", "N", "Cl", "H", "H", "H", "H", "H", "H", "H", "H", "H", "H", "H", "H", "H", "H", "H", "H", "H", "H", "H", "H", "H"],
  "coordinates": [[0.078, -0.636, 1.896], [0.176, -1.832, -1.654], [1.839, -2.419, 0.209], [-0.666, -2.720, 0.549], [1.024, 1.667, 1.327], [1.714, 0.897, -1.023], [-2.395, 0.698, 0.410], [-2.103, 3.192, 0.037], [0.465, -1.889, -0.091], [0.734, 0.717, 0.173], [-1.691, 1.798, -0.390], [-0.260, -0.670, 2.995], [0.347, -0.574, 0.600], [-1.639, 1.529, -2.045], [-0.148, -2.904, -1.889], [-0.654, -1.071, -1.758], [0.971, -1.736, -2.322], [1.843, -2.980, 1.144], [2.628, -1.630, 0.291], [2.327, -3.142, -0.569], [-0.421, -2.874, 1.566], [-1.577, -2.121, 0.313], [-0.831, -3.632, -0.037], [1.376, 2.757, 1.025], [0.241, 1.798, 1.977], [2.054, 1.254, 1.587], [1.208, 1.146, -1.933], [2.023, -0.141, -1.144], [2.501, 1.604, -0.843], [-2.175, -0.309, 0.124], [-2.088, 0.716, 1.491], [-3.420, 0.814, 0.389], [-1.257, 3.760, 0.292], [-2.792, 3.403, 0.782], [-2.534, 3.724, -0.840]],
  "nbo_charge": [0.443, -0.628, -0.645, -0.615, -0.678, -0.678, -0.667, -0.688, 0.154, 0.298, -0.018, -0.389, -0.556, -0.004, 0.217, 0.238, 0.218, 0.222, 0.222, 0.223, 0.232, 0.220, 0.221, 0.227, 0.234, 0.216, 0.236, 0.213, 0.224, 0.204, 0.229, 0.209, 0.221, 0.223, 0.220]
}

***

{
  "formula": "C20H17AuN5OS3Te",
  "method": "ωB97M-V/def2-TZVPD",
  "multiplicity": 1,
  "lumo_ev": -4.115,
  "e_above_lowest_kcal_mol": 3.1,
  "fmax_ev_per_a": 0.25,
  "e_tot_ha": -2719.48927,
  "e_homo_ev": -10.7,
  "charge": 1,
  "homo_lumo_gap_ev": 6.6,
  "species": ["Au", "S", "C", "N", "C", "C", "C", "C", "C", "C", "S", "H", "H", "H", "H", "N", "C", "O", "C", "C", "C", "C", "N", "C", "H", "H", "H", "H", "H", "H", "N", "C", "C", "N", "C", "H", "H", "H", "H", "Te", "C", "C", "C", "C", "S", "H", "H", "H"],
  "coordinates": [[0.440, -0.132, -1.223], [0.119, -2.328, -0.575], [-1.236, -1.921, 0.465], [-1.886, -0.807, 0.373], [-2.893, -0.753, 1.326], [-3.793, 0.302, 1.484], [-4.744, 0.217, 2.483], [-4.812, -0.902, 3.319], [-3.937, -1.961, 3.164], [-2.978, -1.874, 2.160], [-1.752, -3.021, 1.711], [-3.753, 1.148, 0.809], [-5.458, 1.020, 2.612], [-5.567, -0.946, 4.092], [-4.000, -2.830, 3.805], [-1.955, 2.664, 3.152], [-0.647, 2.664, 3.518], [-0.166, 3.420, 4.333], [0.231, 1.666, 2.810], [1.310, 1.121, 3.498], [2.128, 0.209, 2.857], [1.861, -0.111, 1.538], [0.852, 0.448, 0.864], [0.043, 1.313, 1.488], [-2.561, 3.268, 3.685], [-2.375, 1.842, 2.742], [1.485, 1.423, 4.523], [2.963, -0.254, 3.363], [2.457, -0.834, 0.998], [-0.768, 1.726, 0.902], [1.481, 3.840, -2.112], [0.383, 3.767, -2.936], [-0.122, 2.519, -2.775], [0.662, 1.846, -1.862], [1.621, 2.669, -1.482], [2.091, 4.634, -2.005], [0.066, 4.590, -3.549], [-0.965, 2.049, -3.248], [2.408, 2.446, -0.783], [-0.001, -1.036, -3.605], [1.422, 0.160, -4.569], [1.251, 0.740, -5.793], [2.433, 1.373, -6.272], [3.470, 1.272, -5.401], [3.031, 0.373, -4.009], [0.320, 0.719, -6.342], [2.497, 1.889, -7.219], [4.468, 1.666, -5.503]],
  "nbo_charge": [0.925, -0.046, -0.114, -0.546, 0.173, -0.273, -0.206, -0.205, -0.185, -0.253, 0.436, 0.229, 0.227, 0.230, 0.233, -0.819, 0.652, -0.572, -0.168, -0.079, -0.246, 0.072, -0.553, 0.064, 0.415, 0.408, 0.257, 0.247, 0.226, 0.229, -0.479, -0.072, -0.065, -0.571, 0.218, 0.444, 0.249, 0.252, 0.232, 0.359, -0.556, -0.277, -0.250, -0.410, 0.447, 0.235, 0.238, 0.249]
}